Below is 2 unconnected molecules or ions with the total composition C3H12NO2 at a distorted geometry, with properties calculated with wB97M-V/def2-TZVPD.

Each line ends with the Mulliken charge.
Geometry (Å):
C -1.014 0.137 0.144  -0.394
O -0.831 -1.146 0.653  -0.550
C -0.029 1.150 0.775  0.181
C 0.550 2.153 -0.225  -1.341
N 1.118 0.278 1.248  -0.362
H -2.014 0.532 0.330  0.322
H -0.880 0.160 -0.933  0.273
H -0.778 -1.791 -0.064  0.324
H -0.508 1.577 1.654  0.399
H -0.128 3.006 -0.284  0.342
H 1.511 2.554 0.088  0.416
H 0.594 1.643 -1.162  0.374
H 1.943 0.678 1.643  0.309
H 1.513 -0.146 0.404  0.332
H 0.849 -0.537 1.812  0.371
H -0.554 -1.929 -2.771  0.324
H 0.930 -2.233 -2.498  0.310
O 0.080 -2.087 -2.065  -0.629

Force components x, y, z for each atom (eV/Å):
C -0.381 0.928 -0.626
O -0.054 -0.369 0.495
C 0.404 -0.579 0.430
C -0.909 0.234 1.172
N 0.532 -1.177 -0.812
H -0.147 -0.249 0.120
H 0.132 -0.150 -0.232
H 0.047 0.049 -0.164
H 0.408 0.200 0.068
H 0.036 -0.101 -0.263
H 0.096 -0.079 -0.037
H 0.364 0.029 -0.852
H 0.282 1.193 0.826
H -0.260 -0.233 -0.176
H -0.478 0.268 -0.038
H 0.018 -0.101 -0.157
H -0.209 -0.082 -0.001
O 0.118 0.220 0.246

Summary:
* net charge: +1
* LUMO level: -3.32 eV
* HOMO: -14.9 eV
* HOMO-LUMO gap: 11.55 eV
* ΔE to the lowest compared entry with this formula, charge and spin: 70.0 kJ/mol
* DFT total energy: -8884.1487 eV

=====

Below is 3 unconnected molecules or ions with the total composition C3H12NO2S at a distorted geometry, with properties calculated with wB97M-V/def2-TZVPD.

Each line ends with the Mulliken charge.
Geometry (Å):
C 0.792 -1.728 -1.543  -1.248
C 0.398 -0.274 -1.274  0.227
C -1.076 -0.183 -0.898  -0.856
S -1.405 -0.954 0.766  -0.578
N 1.349 0.288 -0.264  -0.788
H 1.792 -1.934 -1.158  0.369
H 0.806 -1.943 -2.617  0.307
H 0.087 -2.380 -1.043  0.285
H 0.609 0.321 -2.161  0.260
H -1.481 0.824 -0.813  0.237
H -1.667 -0.670 -1.675  0.326
H 0.910 1.120 0.137  0.214
H 1.265 -0.368 0.521  0.308
H 1.113 0.140 3.327  0.287
H -0.354 0.073 2.938  0.282
O 0.270 -0.200 3.636  -0.637
H -1.843 2.300 0.838  0.339
H -0.435 2.620 0.354  0.313
O -1.129 2.950 0.930  -0.648

Force components x, y, z for each atom (eV/Å):
C 0.165 0.162 -0.328
C 0.769 0.481 0.189
C -0.304 -0.448 1.033
S -0.097 0.245 -0.394
N -0.651 -0.373 0.309
H -0.003 0.024 -0.020
H -0.101 -0.021 0.096
H -0.093 -0.245 0.130
H -0.232 0.077 -0.388
H 0.404 0.372 -0.382
H -0.044 -0.170 -0.073
H 0.157 -0.122 -0.167
H 0.054 0.162 -0.057
H 0.042 -0.020 -0.058
H 0.031 -0.438 -0.167
O -0.070 0.338 0.177
H 0.319 -0.107 0.165
H -0.046 -0.105 -0.022
O -0.301 0.190 -0.042

Summary:
* net charge: -1
* LUMO level: 3.87 eV
* HOMO: -3.1 eV
* HOMO-LUMO gap: 6.95 eV
* ΔE to the lowest compared entry with this formula, charge and spin: 54.1 kJ/mol
* DFT total energy: -19727.2454 eV